1.
Here is C24H42AlNP3Se as an isolated structure in a non-equilibrium geometry from the OMol25 dataset. Energies are from the ωB97M-V functional and the def2-TZVPD basis.

Each line ends with the Löwdin charge.
Cartesian coordinates (Å):
Al 0.15881 0.00790 0.64193  -0.387
P 0.24335 -0.32013 2.97281  0.772
P -1.93519 1.46231 0.34588  0.793
P 2.05112 -1.35776 -0.29167  0.787
H -0.19567 2.39984 -3.48298  0.057
C 0.28581 1.43366 -3.61001  -0.060
C -0.37320 0.31611 -3.29087  -0.066
H -1.38814 0.36235 -2.87937  0.041
C 1.18330 0.84368 3.98883  -0.204
C -1.39639 -0.36833 3.71950  -0.221
C 0.92140 -1.95071 3.33978  -0.220
C -2.60543 2.20779 -1.18666  -0.202
C -3.38734 0.50733 0.90528  -0.229
C -1.83436 2.89791 1.45312  -0.244
C 2.56161 -1.43360 -2.04398  -0.208
C 1.74158 -3.11627 0.06450  -0.224
C 3.61279 -0.96491 0.54635  -0.227
H 1.35785 1.40784 -3.82952  0.072
H 0.13099 -0.65828 -3.21516  0.046
H 1.01847 0.66309 5.06086  0.086
H 0.87333 1.87638 3.76739  0.063
H 2.25954 0.72721 3.79105  0.071
H -1.31168 -0.61543 4.78535  0.086
H -2.00047 -1.15061 3.24117  0.058
H -1.89774 0.60363 3.63550  0.051
H 0.84155 -2.15314 4.41491  0.087
H 1.97951 -2.01259 3.05784  0.050
H 0.34486 -2.71905 2.80819  0.055
H -3.13324 3.13718 -0.91623  0.075
H -3.32277 1.51008 -1.64614  0.068
H -1.81293 2.43111 -1.91309  0.029
H -4.23962 1.18327 1.04490  0.081
H -3.19417 -0.01742 1.84892  0.023
H -3.64337 -0.23372 0.13689  0.051
H -2.67040 3.57450 1.23851  0.071
H -0.88581 3.41878 1.28180  0.020
H -1.88020 2.58578 2.50066  0.047
H 3.60443 -1.78583 -2.08233  0.077
H 2.48627 -0.44957 -2.52334  0.042
H 1.91817 -2.14135 -2.58673  0.066
H 2.55042 -3.71469 -0.37459  0.080
H 0.79281 -3.43192 -0.38647  0.044
H 1.68943 -3.30406 1.14364  0.034
H 4.43351 -1.47985 0.02848  0.075
H 3.58155 -1.29771 1.58941  0.048
H 3.77718 0.11962 0.52618  0.034
C 2.51518 3.49183 -0.93222  -0.285
C 2.24334 3.89765 -2.21806  -0.087
C 2.90867 5.04034 -2.72408  -0.016
C 3.83166 5.72907 -1.92080  -0.027
C 4.13302 5.26222 -0.64252  -0.028
C 3.47312 4.12103 -0.14607  -0.118
Se 1.39296 1.98961 0.27294  0.910
H 0.66241 1.03860 -0.86241  -0.064
H 1.53087 3.33960 -2.83429  0.068
H 2.70774 5.38902 -3.72870  0.126
H 4.32062 6.62230 -2.29479  0.129
H 4.85478 5.76170 -0.00936  0.127
H 3.70287 3.76883 0.84852  0.103
N -0.97962 -1.39385 0.03300  0.133
C -1.69485 -2.27013 -0.27436  -0.005
C -2.55365 -3.35932 -0.58588  -0.210
C -2.84176 -4.32141 0.40484  -0.007
C -3.68378 -5.39535 0.11175  -0.022
C -4.23446 -5.51505 -1.16913  -0.003
C -3.96022 -4.56696 -2.15897  -0.021
C -3.11848 -3.48451 -1.88106  0.004
H -2.40389 -4.22186 1.39931  0.122
H -3.90164 -6.13019 0.88811  0.131
H -4.88381 -6.36908 -1.38375  0.137
H -4.40221 -4.67031 -3.15238  0.132
H -2.91040 -2.75419 -2.66009  0.124

Atoms 1-2, force components in eV/Å:
-0.93 -1.11 -0.60
0.06 -0.23 1.21

Orbital gap ... 0.2742 hartree
Charge ... +3
HOMO level ... -16.918 eV
Energy ... -4661.4364 Ha

---

2.
Here is a 9-piece molecular cluster, C61H79Br2F3IN10O2 overall in a non-equilibrium geometry from the OMol25 dataset. Energies are from the ωB97M-V functional and the def2-TZVPD basis.

Each line ends with the Löwdin charge.
Cartesian coordinates (Å):
C -2.89401 3.87457 -0.88223  -0.097
C -2.05175 3.06659 0.10812  -0.218
C -1.18883 2.02003 -0.63849  -0.157
C -1.36562 0.62529 -0.00721  -0.217
C -2.63661 0.02403 -0.60009  -0.031
N -0.12507 -0.31993 0.01879  0.120
C 0.65681 -0.12816 -1.25189  -0.541
F 1.42247 -1.17213 -1.56209  0.154
F -0.16848 0.11990 -2.29529  0.131
F 1.48814 0.93097 -1.07793  0.133
C 0.75235 0.23887 1.18818  -0.219
O 0.80066 1.62196 1.29081  0.042
C 0.32314 -0.34016 2.54657  -0.258
C -0.65523 0.51705 3.39236  -0.109
C -0.20662 1.63331 4.34570  -0.169
C 0.01724 3.02305 3.74781  -0.275
N -0.60374 4.01560 4.63945  -0.002
C 1.53463 -0.62567 3.45807  -0.570
I 2.73371 -2.42387 3.32031  1.147
C 2.53198 0.56538 3.48818  -0.302
C 3.76018 0.55592 2.57282  -0.144
C -0.62105 -1.55764 2.06863  -0.337
C -0.68802 -2.73955 3.03350  -0.024
O -2.01306 -1.12731 1.99610  -0.060
C -0.34450 -1.77313 0.54675  -0.265
C 0.95694 -2.61031 0.42016  -0.056
C -1.42436 -2.63935 -0.15969  -0.579
Br -1.29045 -2.59054 -2.12516  0.946
C -1.46920 -4.12786 0.29488  -0.731
C -1.01558 -5.24187 -0.64528  -0.195
Br -3.34979 -4.52336 0.72587  0.770
H -2.34351 4.05877 -1.80136  0.072
H -3.76812 3.29067 -1.15954  0.063
H -3.20613 4.83261 -0.48129  0.076
H -2.74834 2.56114 0.77467  0.109
H -1.38799 3.73170 0.64897  0.101
H -1.52420 1.97995 -1.67221  0.108
H -0.18813 2.42348 -0.66784  0.103
H -1.61462 0.80087 1.02600  0.105
H -2.47274 -0.47643 -1.54764  0.025
H -3.31953 0.84361 -0.81069  0.097
H -3.14781 -0.61090 0.11151  0.074
H 1.77864 -0.07977 1.04115  0.128
H 1.59980 1.95662 0.88064  0.127
H -1.16847 -0.19966 4.03057  0.117
H -1.45272 0.97283 2.81893  0.114
H 0.60264 1.36599 5.02173  0.109
H -1.06043 1.76065 5.01414  0.105
H -0.37573 3.11163 2.74394  0.087
H 1.09424 3.21349 3.72402  0.101
H -0.43000 4.95351 4.31060  0.066
H -0.19309 3.91993 5.55637  0.068
H 1.14663 -0.72805 4.46318  0.071
H 2.90169 0.58182 4.51244  0.116
H 2.00201 1.49791 3.35829  0.064
H 3.61025 0.10211 1.59618  0.046
H 4.62705 0.10398 3.03967  0.064
H 4.04545 1.58966 2.37695  0.080
H -0.86663 -2.35530 4.03485  0.107
H -1.54120 -3.35678 2.77860  0.067
H 0.17318 -3.39299 3.08057  0.017
H -2.43590 -1.20104 2.85358  0.106
H 1.01632 -3.09059 -0.54887  0.071
H 1.01505 -3.37318 1.17675  0.044
H 1.86755 -2.02846 0.48256  0.057
H -2.42101 -2.26217 -0.00868  0.007
H -0.96943 -4.31551 1.22690  0.050
H -0.92374 -6.13531 -0.02817  0.084
H -0.03334 -5.06511 -1.06793  0.066
H -1.75783 -5.48126 -1.39421  0.056
N -4.04565 3.21958 -4.10209  0.050
C -5.20735 3.84774 -3.93461  -0.161
C -6.44116 3.25021 -4.13939  -0.070
C -6.47029 1.92320 -4.53370  -0.076
C -5.27037 1.25263 -4.70764  -0.074
C -4.08996 1.94499 -4.48317  -0.159
H -5.14069 4.88317 -3.61858  0.106
H -7.35286 3.81107 -3.98803  0.103
H -7.41292 1.41814 -4.70027  0.107
H -5.24272 0.21510 -5.00665  0.078
H -3.13070 1.45264 -4.60727  0.098
N 5.34173 1.80578 -0.73650  0.063
C 6.60321 1.79330 -1.15917  -0.147
C 6.96117 1.76195 -2.49945  -0.064
C 5.95750 1.73924 -3.45343  -0.063
C 4.63772 1.74750 -3.02854  -0.094
C 4.38928 1.78191 -1.66605  -0.170
H 7.36149 1.80576 -0.38450  0.110
H 8.00412 1.75229 -2.78336  0.107
H 6.19814 1.71343 -4.50813  0.112
H 3.82008 1.72628 -3.73713  0.106
H 3.38057 1.79238 -1.28476  0.076
N 4.80048 -5.40477 3.32411  0.040
C 5.14376 -6.67334 3.53665  -0.150
C 5.91203 -7.42155 2.65738  -0.066
C 6.34832 -6.82279 1.48763  -0.074
C 5.99778 -5.50473 1.24605  -0.068
C 5.22724 -4.84816 2.19170  -0.198
H 4.78596 -7.10741 4.46336  0.106
H 6.16240 -8.44722 2.88852  0.104
H 6.95088 -7.37299 0.77703  0.108
H 6.31434 -4.99554 0.34617  0.101
H 4.93317 -3.81612 2.04074  0.026
N 3.19379 7.29858 -2.87900  0.055
C 3.54055 6.05324 -2.56773  -0.155
C 3.43298 4.98235 -3.44262  -0.071
C 2.93443 5.22004 -4.71362  -0.079
C 2.56845 6.51128 -5.05428  -0.071
C 2.71879 7.51063 -4.10339  -0.151
H 3.92521 5.90935 -1.56321  0.102
H 3.73243 3.99276 -3.13408  0.057
H 2.83337 4.41251 -5.42827  0.103
H 2.17505 6.74283 -6.03415  0.102
H 2.44641 8.53494 -4.33098  0.105
N -4.93499 -0.14740 4.79625  0.027
C -4.35362 0.98343 5.19778  -0.166
C -4.14751 1.31681 6.52611  -0.067
C -4.58241 0.43049 7.49878  -0.068
C -5.19442 -0.74713 7.10167  -0.061
C -5.34264 -0.98979 5.74455  -0.146
H -4.03549 1.64930 4.40092  0.104
H -3.66274 2.24730 6.78793  0.105
H -4.44697 0.65441 8.54860  0.110
H -5.55015 -1.46530 7.82675  0.106
H -5.81354 -1.90117 5.39325  0.109
N -3.44317 -1.66607 -5.78997  0.051
C -3.35706 -2.93747 -5.41016  -0.163
C -3.70536 -4.00782 -6.21996  -0.066
C -4.17505 -3.74476 -7.49568  -0.072
C -4.27159 -2.42667 -7.90801  -0.064
C -3.89288 -1.43058 -7.02176  -0.160
H -2.98056 -3.11559 -4.40841  0.044
H -3.60980 -5.02183 -5.85709  0.103
H -4.45876 -4.55256 -8.15726  0.109
H -4.63125 -2.17288 -8.89516  0.105
H -3.95046 -0.38686 -7.31152  0.104
N 9.48485 -1.37451 0.03484  0.055
C 10.75447 -1.40744 -0.36311  -0.151
C 11.14208 -1.45914 -1.69453  -0.069
C 10.15642 -1.48042 -2.66747  -0.079
C 8.83011 -1.44944 -2.26834  -0.087
C 8.55089 -1.39564 -0.91131  -0.175
H 11.49552 -1.39113 0.42789  0.105
H 12.19006 -1.48138 -1.95844  0.103
H 10.41726 -1.52002 -3.71708  0.106
H 8.02560 -1.46438 -2.99140  0.099
H 7.52417 -1.36479 -0.55973  0.098
N -8.69824 0.71896 3.29317  0.058
C -7.44240 0.56137 2.87627  -0.151
C -7.09843 0.36485 1.54631  -0.074
C -8.10883 0.32839 0.59938  -0.087
C -9.41876 0.48980 1.01895  -0.076
C -9.65767 0.68201 2.37186  -0.155
H -6.68136 0.59070 3.64397  0.064
H -6.06061 0.24196 1.26478  0.089
H -7.88056 0.17610 -0.44811  0.101
H -10.23956 0.46753 0.31565  0.100
H -10.66892 0.81448 2.74021  0.104

Atoms 1-2, force components in eV/Å:
0.22 -0.21 -0.04
-0.17 -0.15 -0.73

Orbital gap ... 0.3393 hartree
Charge ... +1
HOMO level ... -10.927 eV
Energy ... -8814.8146 Ha